No. 1
Molecular formula: C51H43ClCsIN2O10S
Method: DFT, ωB97M-V/def2-TZVPD

Positions of all 110 atoms, in Å:
1 Cs 0.69 0.71 -0.54
2 C -3.76 -3.66 0.63
3 O -3.58 -2.31 1.00
4 C -2.70 -2.13 2.09
5 C -1.27 -2.53 1.80
6 O -0.50 -2.07 2.90
7 C 0.87 -2.41 2.75
8 H -4.08 -4.25 1.49
9 H -2.85 -4.10 0.21
10 H -4.53 -3.68 -0.13
11 H -3.07 -2.68 2.96
12 H -2.71 -1.07 2.33
13 H -0.92 -2.11 0.85
14 H -1.17 -3.63 1.72
15 H 1.01 -3.49 2.76
16 H 1.41 -1.97 3.60
17 H 1.28 -2.01 1.82
18 O -3.12 -5.38 -3.08
19 C -3.68 -4.23 -3.40
20 O -4.64 -4.17 -4.13
21 C -3.09 -3.00 -2.79
22 C -3.71 -1.77 -2.79
23 Cl -5.24 -1.31 -3.38
24 N -2.93 -0.90 -2.11
25 N -1.81 -1.50 -1.67
26 C -1.88 -2.76 -2.08
27 C -0.76 -3.72 -1.70
28 O -1.05 -4.95 -1.70
29 O 0.33 -3.23 -1.38
30 C -3.26 0.44 -1.75
31 C -3.29 0.77 -0.40
32 C -3.65 2.06 -0.04
33 C -3.99 2.99 -1.01
34 C -3.95 2.65 -2.35
35 C -3.57 1.37 -2.73
36 H -2.31 -5.23 -2.44
37 H -3.04 0.02 0.33
38 H -3.65 2.33 1.01
39 H -4.26 4.00 -0.72
40 H -4.16 3.39 -3.11
41 H -3.49 1.10 -3.77
42 O 2.14 -1.70 -0.28
43 C 3.55 -1.59 -0.37
44 C 3.95 -0.11 0.06
45 O 5.11 0.22 -0.20
46 O 3.06 0.54 0.67
47 C 4.15 -2.56 0.66
48 C 4.22 -3.91 0.37
49 C 4.64 -4.83 1.32
50 C 4.99 -4.40 2.59
51 C 4.92 -3.05 2.90
52 C 4.50 -2.13 1.94
53 C 4.05 -1.87 -1.77
54 C 5.41 -2.02 -2.02
55 C 5.87 -2.25 -3.31
56 C 4.98 -2.33 -4.37
57 C 3.62 -2.18 -4.13
58 C 3.16 -1.95 -2.84
59 H 1.76 -2.48 -0.73
60 H 3.94 -4.26 -0.62
61 H 4.68 -5.88 1.07
62 H 5.32 -5.11 3.34
63 H 5.19 -2.70 3.89
64 H 4.44 -1.08 2.18
65 H 6.10 -1.93 -1.20
66 H 6.93 -2.36 -3.49
67 H 5.34 -2.51 -5.38
68 H 2.91 -2.24 -4.95
69 H 2.09 -1.85 -2.67
70 I -0.10 0.88 -4.39
71 C -0.69 2.88 -4.64
72 C -0.93 3.32 -5.91
73 C -1.34 4.66 -6.11
74 C -1.50 5.49 -5.05
75 C -1.26 5.04 -3.72
76 C -1.46 5.89 -2.61
77 C -1.24 5.41 -1.35
78 C -0.83 4.07 -1.15
79 C -0.61 3.16 -2.17
80 C -0.84 3.70 -3.48
81 H -0.80 2.66 -6.76
82 H -1.53 5.01 -7.12
83 H -1.82 6.52 -5.19
84 H -1.77 6.92 -2.78
85 H -1.39 6.07 -0.49
86 H -0.74 3.74 -0.11
87 O -1.13 0.95 1.88
88 S 0.00 0.92 2.86
89 C -0.75 1.01 4.48
90 C -2.13 1.09 4.58
91 C -2.72 1.14 5.84
92 C -1.93 1.10 6.98
93 C -0.55 1.00 6.87
94 C 0.04 0.95 5.62
95 C 0.70 2.57 2.84
96 C -0.13 3.67 2.68
97 C 0.44 4.92 2.57
98 C 1.82 5.07 2.62
99 C 2.64 3.96 2.75
100 C 2.08 2.69 2.86
101 H -2.72 1.11 3.67
102 H -3.80 1.21 5.92
103 H -2.39 1.13 7.96
104 H 0.07 0.95 7.76
105 H 1.12 0.86 5.52
106 H -1.20 3.52 2.59
107 H -0.19 5.79 2.42
108 H 2.26 6.05 2.51
109 H 3.72 4.06 2.72
110 H 2.70 1.80 2.86

Largest force on an atom: 1.3 eV Å⁻¹
LUMO energy: 0.1202 Eh
Relative energy (zero: lowest compared OMol25 entry of this formula, charge and spin): 0.000 eV
DFT total energy: -4007.47662 Eh
Net charge: -2

No. 2
Molecular formula: C4H12NO2
Method: DFT, ωB97M-V/def2-TZVPD

Positions of all 19 atoms, in Å:
1 C 1.15 -0.87 -0.67
2 C 0.19 -0.52 0.46
3 C 0.98 -0.15 1.71
4 N -0.75 0.53 0.04
5 C -0.11 1.62 -0.83
6 O 0.98 2.18 -0.31
7 H 1.72 0.02 -0.94
8 H 1.86 -1.60 -0.30
9 H 0.61 -1.24 -1.54
10 H -0.41 -1.42 0.62
11 H 1.74 0.59 1.43
12 H 0.32 0.30 2.47
13 H 1.49 -1.03 2.13
14 H -0.98 1.07 0.87
15 H 0.01 1.11 -1.82
16 H -0.97 2.31 -0.98
17 H -2.76 -1.57 -0.31
18 H -2.18 -0.32 -0.93
19 O -2.87 -1.01 -1.08

Largest force on an atom: 0.5 eV Å⁻¹
LUMO energy: 0.1485 Eh
Relative energy (zero: lowest compared OMol25 entry of this formula, charge and spin): 0.384 eV
DFT total energy: -364.84141 Eh
Net charge: -1

No. 3
Molecular formula: C33H51F3N2PRhS
Method: DFT, ωB97M-V/def2-TZVPD

Positions of all 92 atoms, in Å:
1 Rh -1.82 0.64 -0.34
2 C -3.43 2.09 1.91
3 C -3.19 0.64 2.28
4 N -3.05 -0.20 1.07
5 C -4.32 -0.65 0.42
6 C -5.07 0.42 -0.34
7 S -3.94 1.35 -1.43
8 C -4.09 3.08 -0.89
9 C -2.93 3.56 -0.01
10 N -2.45 2.49 0.87
11 H -3.33 2.71 2.80
12 H -4.43 2.25 1.53
13 H -4.00 0.25 2.91
14 H -2.27 0.56 2.84
15 H -2.56 -1.07 1.32
16 H -4.97 -1.09 1.18
17 H -4.03 -1.45 -0.27
18 H -5.60 1.13 0.29
19 H -5.80 -0.06 -0.98
20 H -5.06 3.18 -0.42
21 H -4.12 3.68 -1.81
22 H -3.27 4.44 0.55
23 H -2.09 3.88 -0.64
24 H -1.61 2.81 1.33
25 F 2.22 -7.65 -0.85
26 C 1.20 -7.51 -1.70
27 F 1.65 -7.76 -2.93
28 F 0.29 -8.45 -1.40
29 C 0.59 -6.13 -1.59
30 C 0.10 -5.73 -0.36
31 C -0.45 -4.47 -0.22
32 C -0.51 -3.60 -1.31
33 C -0.02 -4.02 -2.55
34 C 0.54 -5.28 -2.69
35 C -1.03 -2.27 -1.15
36 C -1.49 -1.16 -1.02
37 H 0.16 -6.40 0.49
38 H -0.83 -4.14 0.74
39 H -0.07 -3.35 -3.40
40 H 0.92 -5.61 -3.64
41 C 3.98 -1.95 -0.95
42 C 2.91 -2.60 -0.08
43 C 2.04 -1.54 0.62
44 C 1.88 -0.28 -0.26
45 C 1.91 -0.70 -1.74
46 C 3.34 -1.14 -2.09
47 P 0.50 0.80 0.24
48 C 0.63 2.37 -0.70
49 C -0.21 2.18 -1.98
50 C -0.17 3.44 -2.82
51 C 1.27 3.59 -3.39
52 C 2.33 2.88 -2.53
53 C 2.02 2.97 -1.03
54 C 0.72 1.22 2.01
55 C 0.38 0.09 2.99
56 C 0.18 0.67 4.41
57 C 1.00 1.96 4.62
58 C 2.32 1.86 3.87
59 C 2.10 1.82 2.34
60 H 4.65 -2.71 -1.35
61 H 4.60 -1.30 -0.32
62 H 3.36 -3.24 0.68
63 H 2.28 -3.25 -0.70
64 H 2.50 -1.26 1.57
65 H 1.05 -1.96 0.84
66 H 2.74 0.39 -0.11
67 H 1.60 0.10 -2.42
68 H 1.22 -1.51 -1.89
69 H 3.95 -0.26 -2.31
70 H 3.31 -1.73 -3.01
71 H 0.10 3.08 -0.05
72 H -1.27 1.92 -1.70
73 H 0.15 1.33 -2.56
74 H -0.41 4.31 -2.19
75 H -0.89 3.41 -3.63
76 H 1.51 4.65 -3.47
77 H 1.30 3.18 -4.40
78 H 3.30 3.32 -2.72
79 H 2.42 1.83 -2.82
80 H 2.00 4.03 -0.75
81 H 2.81 2.52 -0.45
82 H -0.02 2.02 2.17
83 H 1.19 -0.63 3.01
84 H -0.51 -0.46 2.66
85 H 0.48 -0.07 5.14
86 H -0.88 0.88 4.60
87 H 1.17 2.11 5.68
88 H 0.44 2.83 4.27
89 H 2.85 0.97 4.19
90 H 2.96 2.71 4.12
91 H 2.89 1.22 1.88
92 H 2.18 2.82 1.92

Largest force on an atom: 2.0 eV Å⁻¹
LUMO energy (spin up / spin down): -0.2664 / -0.2664 Eh
DFT total energy: -2546.72827 Eh
Net charge: +2

Q: Among the records above, which one has the lowest net charge?
A: C51H43ClCsIN2O10S

Q: Number 1 is which compound?
A: C51H43ClCsIN2O10S

Q: Which of these has the highest largest force on an atom?
A: C33H51F3N2PRhS